Computed, not measured: a cluster of 17 separate species, C56H127N5O24S5 in total in a non-equilibrium geometry, with ωB97M-V/def2-TZVPD.

XYZ file:
```
217
Properties=species:S:1:pos:R:3:mulliken_spin:R:1
C -14.9579 -14.8661 -27.0593 0.00
C -14.2904 -15.3761 -28.3240 0.00
C -14.8662 -16.7334 -28.7335 0.00
C -14.4337 -17.8610 -27.7438 0.00
N -14.6578 -19.3126 -28.3990 0.00
C -14.2274 -20.5194 -27.4532 0.00
C -13.9821 -21.7198 -28.3514 0.00
C -13.7810 -21.1631 -29.7643 -0.01
C -13.8111 -19.6042 -29.6487 0.00
C -16.1001 -19.5803 -28.7803 0.00
H -15.1556 -15.7222 -26.4143 0.00
H -15.9475 -14.4527 -27.2539 0.00
H -14.3997 -14.2281 -26.3742 0.00
H -13.2418 -15.5072 -28.0569 0.00
H -14.2776 -14.5679 -29.0552 0.00
H -14.5639 -16.9510 -29.7579 0.00
H -15.9349 -16.5245 -28.7824 0.00
H -15.0839 -17.9206 -26.8710 0.00
H -13.3882 -17.8122 -27.4395 0.00
H -14.8845 -20.5983 -26.5872 0.00
H -13.3269 -20.1443 -26.9670 0.00
H -14.7680 -22.4749 -28.3324 0.00
H -13.1244 -22.2847 -27.9861 0.00
H -14.6501 -21.4089 -30.3745 0.01
H -12.8823 -21.5727 -30.2254 0.00
H -14.3207 -19.1151 -30.4788 0.00
H -12.8399 -19.1754 -29.4018 0.00
H -16.2330 -20.5156 -29.3240 0.00
H -16.4950 -18.7186 -29.3185 0.00
H -16.6688 -19.5968 -27.8506 0.00
O -17.3048 -24.8396 -30.4911 0.03
C -17.0164 -24.2312 -31.6368 -0.08
O -17.7243 -24.6147 -32.5884 0.60
O -16.1592 -23.3785 -31.7649 0.44
H -17.8762 -25.3752 -31.0463 0.00
C -12.2527 -23.0895 -33.0663 0.00
S -12.7479 -24.8634 -33.4267 0.00
O -11.5391 -25.7497 -33.7393 0.00
C -13.0893 -25.3995 -31.6799 0.00
H -11.3975 -23.1580 -32.3940 0.00
H -13.0112 -22.5449 -32.5040 0.00
H -12.0829 -22.5725 -34.0107 0.00
H -13.7889 -24.7098 -31.2078 0.00
H -12.2186 -25.4320 -31.0250 0.00
H -13.5972 -26.3610 -31.6055 0.00
C -21.9437 -20.8224 -26.5453 0.00
S -21.4268 -19.3844 -25.4116 0.00
O -20.7331 -20.0407 -24.2115 0.00
C -19.9512 -18.9197 -26.4767 0.00
H -22.2041 -21.7013 -25.9556 0.00
H -21.0618 -21.2076 -27.0571 0.00
H -22.7146 -20.5017 -27.2459 0.00
H -19.5213 -18.1579 -25.8263 0.00
H -20.1855 -18.4653 -27.4393 0.00
H -19.2435 -19.7225 -26.6839 0.00
C -17.7796 -19.4110 -22.7735 0.00
S -16.4039 -18.9610 -23.9420 0.00
O -16.9279 -19.0236 -25.3684 0.00
C -16.1011 -17.1388 -23.4859 0.00
H -18.6333 -18.9529 -23.2729 0.00
H -17.6447 -18.9999 -21.7731 0.00
H -17.8531 -20.4898 -22.6359 0.00
H -15.9084 -16.9698 -22.4264 0.00
H -16.9267 -16.5498 -23.8853 0.00
H -15.2311 -16.9630 -24.1186 0.00
C -16.7270 -16.2920 -32.4458 0.00
S -17.6625 -16.3365 -30.8927 0.00
O -17.6633 -14.9212 -30.3638 0.00
C -19.3462 -16.5915 -31.5166 0.00
H -15.7102 -16.0756 -32.1183 0.00
H -17.1023 -15.4548 -33.0345 0.00
H -16.8842 -17.1820 -33.0552 0.00
H -20.1253 -16.1840 -30.8723 0.00
H -19.4166 -17.6682 -31.6709 0.00
H -19.6281 -16.1464 -32.4708 0.00
C -19.0810 -22.1386 -29.1549 0.00
S -19.6587 -20.6311 -30.0467 0.00
O -18.8518 -19.3993 -29.7090 0.00
C -19.1320 -21.0683 -31.7787 0.00
H -18.1308 -22.5350 -29.5130 0.00
H -19.8117 -22.9437 -29.2320 0.00
H -18.9191 -21.9292 -28.0975 0.00
H -19.7830 -20.4808 -32.4261 0.00
H -19.1518 -22.1539 -31.8748 0.00
H -18.1232 -20.7062 -31.9767 0.00
C -15.8242 -20.2861 -33.0909 0.02
O -15.4117 -19.1942 -32.6180 0.00
N -16.3071 -20.4402 -34.3564 0.00
C -16.7864 -21.7181 -34.8131 0.01
C -16.4151 -19.3034 -35.2571 0.00
H -15.7540 -21.2348 -32.5367 0.00
H -16.7081 -22.5389 -34.1002 -0.01
H -16.0587 -21.9895 -35.5779 0.00
H -17.7627 -21.7464 -35.2969 0.00
H -17.4237 -19.2282 -35.6635 0.00
H -16.2429 -18.3238 -34.8113 0.00
H -15.7196 -19.3629 -36.0944 0.00
C -16.2011 -11.7494 -30.9840 0.00
O -16.7292 -10.6504 -30.6914 0.00
N -15.4470 -12.0018 -32.0059 0.00
C -14.7780 -13.3715 -32.0705 0.00
C -15.3344 -11.2316 -33.2368 0.00
H -16.3154 -12.6223 -30.3228 0.00
H -15.0228 -14.0074 -31.2197 0.00
H -13.7005 -13.2266 -31.9930 0.00
H -15.1341 -13.9219 -32.9414 0.00
H -15.9941 -11.7020 -33.9660 0.00
H -15.6058 -10.1943 -33.0411 0.00
H -14.3464 -11.1750 -33.6936 0.00
C -15.1941 -26.0662 -28.3016 0.00
O -14.1918 -26.7456 -28.6215 0.00
N -15.9172 -26.3643 -27.1918 0.00
C -17.2218 -25.7488 -27.0036 0.00
C -15.6042 -27.4875 -26.3318 0.00
H -15.6008 -25.1825 -28.8173 0.00
H -17.4557 -25.1229 -27.8647 0.00
H -17.2857 -25.0631 -26.1587 0.00
H -18.0481 -26.4274 -26.7920 0.00
H -15.5160 -27.2818 -25.2650 0.00
H -16.4372 -28.1795 -26.4558 0.00
H -14.7287 -28.1160 -26.4943 0.00
C -10.3894 -20.2778 -27.2600 0.00
O -10.7367 -19.6273 -28.2589 0.00
N -10.5861 -19.9526 -25.9825 0.00
C -10.3831 -20.9738 -24.9659 0.00
C -11.2890 -18.7792 -25.5222 0.00
H -9.7868 -21.1934 -27.1561 0.00
H -11.1871 -21.7090 -24.9343 0.00
H -10.2955 -20.4848 -23.9957 0.00
H -9.4809 -21.5607 -25.1380 0.00
H -11.5599 -18.1281 -26.3532 0.00
H -12.2484 -19.1270 -25.1394 0.00
H -10.7727 -18.2273 -24.7367 0.00
O -17.9082 -13.9218 -25.1090 0.00
C -18.6451 -14.0029 -26.0757 0.00
O -19.2654 -12.9664 -26.7014 0.00
C -19.0429 -11.6336 -26.4137 0.00
C -20.0953 -10.9470 -25.4565 0.00
C -19.0545 -15.3457 -26.7051 0.00
H -19.0376 -11.0380 -27.3265 0.00
H -18.0509 -11.4985 -25.9826 0.00
H -19.8667 -9.9299 -25.1381 0.00
H -20.2902 -11.5771 -24.5887 0.00
H -21.0153 -10.9049 -26.0395 0.00
H -18.5229 -15.4229 -27.6536 0.00
H -20.1347 -15.2943 -26.8414 0.00
H -18.8480 -16.1832 -26.0388 0.00
O -12.1759 -14.6874 -33.6718 0.00
C -11.5170 -15.6990 -33.3582 0.00
O -10.5434 -16.2279 -34.0840 0.00
C -10.2637 -15.6747 -35.3506 0.00
C -9.1081 -16.3565 -35.9622 0.00
C -11.7138 -16.3818 -32.0416 0.00
H -10.1887 -14.5904 -35.2684 0.00
H -11.1466 -15.7386 -35.9866 0.00
H -8.8934 -15.8783 -36.9179 0.00
H -9.4870 -17.3548 -36.1814 0.00
H -8.2756 -16.5853 -35.2968 0.00
H -12.0103 -17.3895 -32.3329 0.00
H -12.4961 -15.9843 -31.3949 0.00
H -10.7186 -16.3077 -31.6032 0.00
O -16.9460 -22.4549 -26.4342 0.00
C -17.3134 -22.4520 -25.2763 0.00
O -16.6049 -22.9114 -24.1848 0.00
C -15.2744 -23.4325 -24.3965 0.00
C -14.2683 -22.5723 -23.6146 0.00
C -18.7462 -22.0372 -24.9592 0.00
H -14.8301 -23.3334 -25.3869 0.00
H -15.2558 -24.4793 -24.0932 0.00
H -14.1796 -21.5928 -24.0844 0.00
H -13.2497 -22.9601 -23.6298 0.00
H -14.6234 -22.5526 -22.5843 0.00
H -19.3980 -22.0985 -25.8308 0.00
H -18.6976 -20.9901 -24.6606 0.00
H -19.2625 -22.5264 -24.1332 0.00
O -15.4516 -9.4581 -26.4301 0.00
C -15.0145 -10.0288 -27.4264 0.00
O -14.3221 -9.4601 -28.4474 0.00
C -14.0184 -8.0739 -28.6639 0.00
C -12.8474 -7.7024 -27.8122 0.00
C -15.0997 -11.5346 -27.5382 0.00
H -14.8810 -7.4268 -28.5045 0.00
H -13.7725 -7.9847 -29.7221 0.00
H -12.3518 -6.8085 -28.1906 0.00
H -12.0886 -8.4777 -27.7060 0.00
H -13.0831 -7.4234 -26.7852 0.00
H -14.1728 -11.9927 -27.8833 0.00
H -15.7840 -11.7213 -28.3657 0.00
H -15.4433 -11.9707 -26.6003 0.00
O -6.4716 -21.9544 -30.9744 0.00
C -6.4008 -20.7849 -31.1863 0.00
O -7.4628 -19.8625 -31.2274 0.00
C -8.8240 -20.3039 -31.0271 0.00
C -9.7964 -19.1449 -31.3600 0.00
C -5.0125 -20.2040 -31.4888 0.00
H -9.0768 -20.5922 -30.0068 0.00
H -8.9961 -21.1554 -31.6855 0.00
H -9.7224 -18.9700 -32.4333 0.00
H -9.4307 -18.1988 -30.9608 0.00
H -10.8390 -19.4157 -31.1933 0.00
H -4.8121 -20.1707 -32.5597 0.00
H -4.2346 -20.6933 -30.9027 0.00
H -4.9453 -19.2201 -31.0245 0.00
O -8.0163 -14.4362 -24.8303 0.00
C -8.8317 -15.2599 -24.3900 0.00
O -9.8376 -15.7743 -25.0900 0.00
C -10.2754 -15.1779 -26.2947 0.00
C -9.6259 -15.8726 -27.5149 0.00
C -8.7887 -15.9201 -23.0264 0.00
H -9.9891 -14.1269 -26.3323 0.00
H -11.3605 -15.2576 -26.2294 0.00
H -9.9766 -16.8902 -27.6871 0.00
H -8.5391 -15.8534 -27.4341 0.00
H -10.0643 -15.3885 -28.3876 0.00
H -8.8520 -17.0012 -23.1494 0.00
H -9.5921 -15.5446 -22.3926 0.00
H -7.8703 -15.5831 -22.5456 0.00
```

Summary:
HOMO level (spin up / spin down)   -10.4 / -10.4 eV
HOMO-LUMO gap (spin up / spin down)   0.3106 / 0.1169 Ha
2S+1   2
Net charge   +1

---

Computed, not measured: a structure of composition C56H130AsF6N7O2 in a non-equilibrium geometry, with ωB97M-V/def2-TZVPD.

XYZ file:
```
202
Properties=species:S:1:pos:R:3:lowdin_charge:R:1
As -7.5390 10.0747 -5.6512 0.85
F -6.9911 8.4386 -5.2214 -0.30
F -7.5437 9.6683 -7.3743 -0.30
F -8.1827 11.7084 -6.1008 -0.32
F -7.3655 10.5795 -3.9123 -0.33
F -5.8869 10.6088 -5.9134 -0.31
F -9.2541 9.6118 -5.4197 -0.30
C -6.0414 12.4085 -11.4422 -0.04
C -4.6996 12.2760 -10.6137 -0.10
N -3.4581 13.1402 -11.2027 -0.17
C -3.0842 12.6790 -12.6194 0.00
C -3.8561 14.6720 -11.3200 -0.14
C -2.8687 15.6497 -11.9179 -0.06
C -2.1453 12.8153 -10.3898 -0.07
C -2.1979 12.9518 -8.8921 -0.24
O -2.8164 14.1418 -8.5190 -0.19
C -2.9718 14.1789 -7.0885 -0.08
H -6.7885 11.6881 -11.1092 0.09
H -5.7233 12.2055 -12.4648 0.06
H -6.4746 13.4080 -11.4807 0.08
H -4.3000 11.2653 -10.5301 0.12
H -4.9807 12.4036 -9.5683 0.12
H -2.2044 13.2322 -12.9480 0.11
H -3.8730 12.7752 -13.3655 0.10
H -2.8995 11.6051 -12.5934 0.11
H -4.2328 14.9255 -10.3290 0.12
H -4.6819 14.6825 -12.0313 0.11
H -3.0573 15.7496 -12.9868 0.09
H -1.8221 15.3831 -11.7713 0.08
H -2.9039 16.6623 -11.5159 0.10
H -1.3738 13.5501 -10.6197 0.13
H -1.6626 11.9054 -10.7464 0.14
H -1.2263 13.0605 -8.4102 0.14
H -2.7918 12.1908 -8.3859 0.12
H -3.7048 13.5633 -6.5672 0.09
H -3.2345 15.2242 -6.9257 0.09
H -2.0541 14.1032 -6.5052 0.09
C -9.3160 3.6801 -10.9804 -0.05
C -8.0233 4.4879 -10.7451 -0.10
N -6.7862 3.5271 -10.4005 -0.21
C -5.5932 4.4545 -10.1898 0.02
C -7.0185 2.6571 -9.1831 -0.15
C -7.6269 3.3661 -7.8983 -0.04
C -6.5030 2.5419 -11.6065 -0.08
C -6.4070 3.1757 -12.9427 -0.22
O -5.5619 4.3194 -13.0652 -0.20
C -4.1560 3.9982 -13.2590 -0.06
H -9.7386 3.3468 -10.0326 0.07
H -9.3163 2.8689 -11.7084 0.09
H -10.1024 4.2918 -11.4226 0.09
H -8.1242 5.1209 -9.8635 0.12
H -7.7600 5.0615 -11.6338 0.12
H -4.7895 4.0319 -10.7929 0.08
H -5.2853 4.4137 -9.1450 0.09
H -5.7358 5.4934 -10.4871 0.11
H -6.1779 1.9961 -8.9716 0.14
H -7.8181 1.9629 -9.4415 0.12
H -8.6948 3.5819 -7.9295 0.07
H -7.2478 4.3871 -7.8528 0.06
H -7.3224 2.8814 -6.9707 0.08
H -7.2757 1.7733 -11.6256 0.14
H -5.5117 2.1168 -11.4495 0.13
H -7.3365 3.4091 -13.4619 0.14
H -6.0597 2.2901 -13.4749 0.14
H -3.7870 3.2664 -12.5405 0.08
H -3.6818 4.9797 -13.2542 0.10
H -3.9902 3.6546 -14.2800 0.10
C -7.1593 17.4243 -6.7931 -0.08
C -7.8577 17.2076 -5.4523 -0.23
C -7.3003 18.0903 -4.2995 -0.08
N -7.6227 17.4327 -2.9314 -0.20
C -7.3302 15.8571 -2.8801 0.04
C -9.0668 17.8058 -2.5130 -0.04
C -8.9890 18.3785 -1.0078 -0.13
C -7.6874 17.9431 -0.5530 -0.20
C -6.7773 18.0077 -1.7654 -0.09
H -7.5812 16.8038 -7.5837 0.08
H -6.1061 17.1463 -6.7536 0.07
H -7.2691 18.4820 -7.0327 0.09
H -7.8968 16.1437 -5.2185 0.09
H -8.9363 17.2954 -5.5829 0.12
H -7.6792 19.1121 -4.2787 0.14
H -6.2221 18.2453 -4.3399 0.13
H -8.1944 15.2436 -3.1347 0.09
H -7.1171 15.5809 -1.8474 0.09
H -6.5446 15.5030 -3.5475 0.10
H -9.5592 16.8350 -2.5709 0.11
H -9.5959 18.4707 -3.1957 0.13
H -9.7711 17.9761 -0.3641 0.13
H -9.0543 19.4607 -1.1202 0.13
H -7.8088 16.8916 -0.2928 0.11
H -7.3117 18.4607 0.3296 0.15
H -5.7892 17.5491 -1.7278 0.14
H -6.6958 19.0632 -2.0252 0.14
C -9.6862 9.0149 1.0803 -0.05
C -10.5799 9.9545 0.1475 -0.22
C -10.4529 11.3841 0.5032 -0.14
N -11.7431 12.1997 0.8899 -0.24
C -12.4932 12.4825 -0.4192 0.03
C -11.3363 13.4666 1.6529 -0.07
C -11.8342 13.2766 3.0945 -0.14
C -13.0221 12.3225 2.9484 -0.12
C -12.6177 11.3823 1.7820 -0.10
H -8.8403 9.5694 1.4867 0.06
H -9.3408 8.1124 0.5760 0.08
H -10.0842 8.9853 2.0946 0.07
H -11.6035 9.6106 -0.0012 0.11
H -10.1477 9.9034 -0.8518 0.11
H -9.9189 11.9764 -0.2398 0.13
H -9.8267 11.4364 1.3939 0.12
H -12.6581 11.5718 -0.9950 0.10
H -11.8106 12.9864 -1.1034 0.10
H -13.4793 12.9051 -0.2261 0.12
H -11.7231 14.2838 1.0441 0.13
H -10.2483 13.5285 1.6266 0.12
H -12.1734 14.1381 3.6697 0.13
H -11.1119 12.7895 3.7496 0.12
H -13.7810 13.0401 2.6363 0.12
H -13.3393 11.9276 3.9135 0.14
H -13.3976 10.9250 1.1730 0.13
H -12.0363 10.5323 2.1392 0.13
C -3.4555 3.3183 -3.0296 -0.07
C -2.3148 3.8032 -3.9837 -0.22
C -2.6611 5.1537 -4.5259 -0.10
N -1.3776 5.7836 -5.2349 -0.20
C -0.9835 5.0099 -6.5112 0.05
C -1.6914 7.2618 -5.4876 -0.14
C -0.3606 7.8809 -5.5966 -0.18
C 0.7211 7.0361 -4.9036 -0.11
C -0.1744 5.9363 -4.2964 -0.10
H -3.7426 4.0977 -2.3238 0.07
H -3.1398 2.4542 -2.4450 0.09
H -4.4017 2.9944 -3.4631 0.08
H -2.2067 3.1578 -4.8553 0.11
H -1.3798 3.7684 -3.4244 0.11
H -2.8780 5.7869 -3.6656 0.12
H -3.5128 5.2306 -5.2018 0.14
H -0.9365 3.9497 -6.2624 0.10
H -0.1583 5.4692 -7.0555 0.11
H -1.7969 4.8736 -7.2239 0.10
H -2.3388 7.4987 -6.3319 0.14
H -2.2044 7.6851 -4.6240 0.13
H -0.2343 7.8201 -6.6776 0.12
H -0.3574 8.9029 -5.2176 0.13
H 1.4359 6.6802 -5.6456 0.13
H 1.1375 7.6318 -4.0913 0.12
H 0.3108 4.9610 -4.3352 0.13
H -0.3363 6.1063 -3.2320 0.14
C -2.8577 11.7384 -1.3697 -0.10
C -1.9887 10.5804 -0.9277 -0.23
C -1.0732 11.0064 0.2352 -0.14
N -0.1558 9.9672 0.8950 -0.22
C -1.1408 8.8456 1.3186 0.03
C 0.6947 10.6223 2.0657 -0.05
C 1.8921 11.1566 1.3190 -0.17
C 2.2673 10.1078 0.3537 -0.15
C 0.9560 9.4990 -0.1190 -0.05
H -2.2172 12.4117 -1.9393 0.08
H -3.3756 12.2753 -0.5749 0.08
H -3.6064 11.4969 -2.1242 0.08
H -1.3790 10.3419 -1.7992 0.10
H -2.6286 9.7750 -0.5671 0.10
H -1.6080 11.4334 1.0836 0.14
H -0.3748 11.7684 -0.1106 0.13
H -0.4121 8.2475 1.8658 0.11
H -1.5382 8.2825 0.4741 0.09
H -1.9935 9.1682 1.9160 0.11
H 0.9532 9.8527 2.7931 0.14
H 0.1170 11.3295 2.6609 0.14
H 2.6261 11.5920 1.9971 0.15
H 1.5154 12.0789 0.8767 0.12
H 3.0239 9.4517 0.7841 0.14
H 2.7669 10.4286 -0.5605 0.13
H 0.9449 8.4095 -0.0869 0.13
H 0.5139 9.9306 -1.0170 0.11
C -20.7754 9.0083 -3.4230 -0.06
C -19.2066 8.9042 -3.5865 -0.23
C -18.5043 8.6180 -4.9405 -0.07
N -16.9796 9.0904 -5.0744 -0.20
C -16.2064 8.5888 -3.8784 -0.01
C -16.2948 8.5770 -6.4655 -0.06
C -15.2218 9.5856 -6.6288 -0.17
C -15.9836 10.9060 -6.4179 -0.14
C -16.7646 10.6128 -5.1820 -0.11
H -21.1861 8.7815 -2.4391 0.09
H -21.1178 8.2711 -4.1492 0.07
H -21.1785 9.9564 -3.7789 0.08
H -18.8891 8.1869 -2.8297 0.10
H -18.8095 9.7715 -3.0591 0.10
H -19.0741 9.1837 -5.6777 0.13
H -18.5107 7.5761 -5.2608 0.13
H -16.5434 9.0842 -2.9678 0.10
H -15.1873 8.9645 -3.9699 0.09
H -16.2747 7.5124 -3.7210 0.12
H -16.0429 7.5245 -6.3354 0.14
H -17.0947 8.6138 -7.2050 0.14
H -14.3628 9.3138 -6.0152 0.12
H -14.8583 9.3344 -7.6252 0.13
H -15.3076 11.7562 -6.3265 0.12
H -16.6161 11.1965 -7.2567 0.13
H -16.1982 11.0499 -4.3597 0.13
H -17.7745 11.0216 -5.2144 0.14
```

Summary:
HOMO level   -19.0 eV
Energy relative to the best compared isomer or geometry (same formula, charge and spin)   1.8925 eV
HOMO-LUMO gap   0.3538 Ha
Net charge   +6

---

Computed E_tot (a.u.) in order:
-6279.88516, -5578.18349